Entry from the OMol25 dataset: a cluster of 8 separate species, C12H32F6N8O13PS2 in total (ωB97M-V with the def2-TZVPD basis set).

XYZ file:
```
74
Properties=species:S:1:pos:R:3:forces:R:3:mulliken_charge:R:1
P -0.547 -0.211 -0.543 -0.1 0.2 0.5 1.36
F -0.614 -1.838 -0.654 1.4 0.5 0.0 -0.07
F 0.055 -0.271 0.967 -0.1 -0.7 0.2 -0.19
F 1.009 -0.055 -1.088 -0.9 -1.2 0.0 -0.44
F -0.501 1.377 -0.374 -1.0 0.7 -0.4 -0.34
F -1.127 -0.125 -2.065 -0.1 0.7 0.6 -0.61
F -2.047 -0.336 0.047 0.1 0.9 -0.1 -0.47
C 2.565 1.569 3.063 -0.7 1.3 0.1 0.57
O 3.224 2.139 3.932 -0.3 -0.3 -0.7 -0.73
N 2.210 2.168 1.870 1.0 0.1 0.9 -0.15
N 1.984 0.365 3.244 0.2 -1.0 0.9 -0.24
H 1.792 1.644 1.125 -0.2 0.3 -0.2 -0.05
H 2.521 3.124 1.824 -0.1 -0.1 -0.7 0.17
H 1.777 0.191 4.215 0.2 -0.3 -0.2 0.23
H 1.364 -0.034 2.564 -0.1 0.1 -0.1 0.12
C 0.102 -2.751 -4.089 0.7 0.0 -0.2 0.59
O 0.867 -3.556 -4.622 -0.7 -0.1 0.0 -0.74
N -1.257 -2.891 -4.009 0.0 -0.1 -0.2 -0.30
N 0.576 -1.614 -3.520 -0.6 0.0 0.0 -0.17
H -1.830 -2.199 -3.565 0.0 0.0 0.0 0.15
H -1.715 -3.679 -4.426 0.1 -0.2 0.2 0.20
H -0.043 -1.055 -2.933 1.0 -0.4 -0.7 0.31
H 1.576 -1.549 -3.486 0.0 0.2 0.2 0.22
C 2.631 -2.992 1.053 0.8 -0.4 0.6 0.46
O 3.387 -3.777 1.633 -0.4 0.4 -0.8 -0.74
N 2.845 -2.452 -0.178 0.5 -0.2 -0.5 0.07
N 1.529 -2.491 1.657 -1.4 0.2 0.7 -0.08
H 2.259 -1.739 -0.572 -0.3 0.0 0.0 -0.22
H 3.475 -2.897 -0.823 0.0 -0.1 0.2 0.21
H 0.732 -2.116 1.158 0.5 -0.1 -0.1 -0.05
H 1.325 -2.781 2.598 0.3 -0.2 -0.1 0.20
C -2.421 -5.160 -1.465 0.6 -0.1 -1.3 0.63
O -2.702 -5.191 -2.666 -0.1 -0.1 0.7 -0.66
N -3.024 -5.995 -0.581 -0.3 0.1 0.3 -0.41
N -1.406 -4.399 -0.987 0.3 0.3 -0.1 -0.23
H -2.915 -5.872 0.407 0.0 -0.3 0.0 0.16
H -3.556 -6.740 -0.988 -0.2 0.1 0.2 0.22
H -1.193 -4.203 -0.027 -0.2 -0.3 0.1 0.16
H -0.891 -3.847 -1.651 -0.3 0.1 -0.2 0.01
C 4.388 0.887 -0.354 -0.1 0.5 -1.0 0.41
C 5.560 0.061 -0.936 -0.9 -1.6 1.0 -0.39
O 5.531 0.171 -2.355 -0.4 0.6 -1.3 -0.39
S 3.968 0.408 -2.791 0.6 1.1 1.7 1.05
O 3.251 -0.804 -2.564 0.4 0.1 0.0 -0.49
O 3.790 1.100 -4.023 0.7 -0.3 0.9 -0.61
O 3.784 1.437 -1.533 -1.2 -0.5 -1.7 -0.39
H 4.617 1.794 0.199 0.3 -0.4 0.4 0.43
H 3.654 0.258 0.148 0.2 0.0 0.2 -0.32
H 5.301 -0.986 -0.755 0.3 0.0 0.4 0.23
H 6.522 0.257 -0.472 0.2 0.4 -0.6 0.33
C -3.091 3.054 -1.539 0.2 -0.6 -0.4 -0.12
C -2.899 3.261 -3.059 0.1 0.5 0.5 -0.16
O -2.922 4.691 -3.233 0.1 1.1 0.4 -0.37
S -2.902 5.480 -1.788 0.2 -2.2 -0.9 1.13
O -3.753 6.614 -1.870 0.4 -0.3 0.1 -0.55
O -1.554 5.525 -1.296 -1.0 0.4 -0.4 -0.53
O -3.675 4.267 -1.067 -0.1 1.0 0.3 -0.36
H -2.172 2.871 -0.988 0.0 -0.2 -0.1 0.05
H -3.817 2.256 -1.413 0.1 0.0 0.5 0.40
H -3.746 2.826 -3.587 0.0 0.3 -0.2 0.28
H -1.971 2.882 -3.480 0.1 -0.1 0.3 0.24
C -3.233 1.663 4.538 0.2 0.9 0.6 -0.66
C -2.723 1.541 3.104 0.7 -0.2 0.6 -0.37
C -1.208 1.425 3.390 -1.3 0.1 -0.2 0.37
O -0.960 2.389 4.396 0.5 -0.4 0.5 -0.44
C -2.162 2.596 5.174 -0.1 0.3 -2.3 -0.57
H -3.295 0.722 5.083 -0.2 -0.1 -0.2 0.30
H -4.183 2.199 4.535 -0.2 -0.4 0.3 0.34
H -2.920 2.473 2.573 0.0 -0.1 -0.1 0.26
H -3.137 0.696 2.558 0.1 0.0 -0.1 0.27
H -0.623 1.662 2.506 0.3 -0.3 0.2 -0.13
H -1.062 0.422 3.804 0.5 -0.2 -0.3 0.02
H -2.428 3.595 4.813 -0.3 0.3 1.0 0.29
H -1.948 2.544 6.238 -0.2 -0.1 0.0 0.31
```
Forces are in eV/Å.

LUMO energy = 2.3095 eV
Total charge = -1

=====

Entry from the OMol25 dataset: a structure of composition C4H6N2 (ωB97M-V with the def2-TZVPD basis set).

XYZ file:
```
12
Properties=species:S:1:pos:R:3:forces:R:3:mulliken_charge:R:1
C 1.178 0.120 -0.865 0.0 0.0 0.0 -0.94
C 0.057 0.949 -0.292 0.1 -0.2 0.1 -0.20
N -1.522 0.017 -0.316 0.3 0.0 -0.1 -0.53
C -0.706 0.377 0.858 0.0 0.1 0.1 0.19
C -0.177 -0.764 1.599 0.7 -1.0 0.6 -0.02
N 0.294 -1.637 2.201 -0.6 1.1 -0.8 -0.42
H 1.272 -0.910 -0.487 -0.1 0.2 0.0 0.36
H 1.126 0.106 -1.961 0.0 0.0 0.2 0.29
H 2.110 0.649 -0.616 -0.2 -0.1 0.0 0.32
H -1.161 0.916 -0.962 -0.3 -0.1 -0.1 0.33
H -1.251 -0.899 -0.680 0.0 0.2 0.1 0.34
H -1.220 1.076 1.520 0.1 -0.2 -0.1 0.28
```
Forces are in eV/Å.

LUMO energy = 0.9297 eV
Total charge = 0

=====

Entry from the OMol25 dataset: a cluster of 9 separate species, H18O9 in total (ωB97M-V with the def2-TZVPD basis set).

XYZ file:
```
27
Properties=species:S:1:pos:R:3:forces:R:3:mulliken_charge:R:1
O -0.659 6.730 -19.933 0.5 -0.8 -1.0 -0.64
H -1.224 7.091 -19.249 -0.2 0.3 0.3 0.43
H -0.753 7.338 -20.667 0.2 0.1 -0.2 0.27
O -5.832 7.462 -20.613 -0.7 -0.2 -0.4 -0.68
H -5.091 6.872 -20.755 -0.4 -0.3 0.2 0.28
H -5.457 8.210 -20.149 0.0 0.1 -0.1 0.41
O -2.651 5.227 -16.975 0.2 0.2 -0.1 -0.59
H -2.872 4.553 -17.618 0.1 -0.1 -0.4 0.23
H -3.485 5.442 -16.557 -0.4 0.1 0.6 0.34
O -0.190 5.954 -15.459 0.4 0.3 0.3 -0.66
H -1.034 6.228 -15.818 -0.2 -0.2 -0.2 0.33
H -0.285 5.013 -15.313 -0.1 -0.2 0.0 0.30
O -3.837 5.569 -20.113 -0.1 0.0 0.3 -0.59
H -3.506 6.159 -20.790 0.7 0.0 -0.2 0.35
H -3.699 4.692 -20.470 0.1 -0.3 -0.2 0.27
O -4.317 6.829 -15.275 0.0 -0.4 -0.1 -0.69
H -3.602 7.462 -15.204 0.3 0.3 0.1 0.34
H -4.807 7.107 -16.049 -0.3 0.3 -0.2 0.34
O -2.312 7.803 -18.260 0.0 0.6 0.6 -0.68
H -3.074 8.084 -18.767 -0.5 0.2 0.0 0.27
H -2.597 6.999 -17.825 -0.1 -0.9 0.3 0.40
O -4.313 9.321 -19.565 0.3 0.3 0.3 -0.71
H -4.635 10.099 -19.109 -0.2 0.3 0.3 0.29
H -3.480 9.596 -19.949 0.2 0.3 -0.4 0.33
O 0.560 8.150 -17.315 0.2 0.5 0.0 -0.63
H 0.919 7.456 -16.761 0.1 -0.3 0.2 0.35
H -0.369 7.934 -17.398 -0.2 0.1 -0.1 0.33
```
Forces are in eV/Å.

LUMO energy = -0.2586 eV
Structure (SMILES) = O.O.O.O.O.O.O.O.O
Total charge = 0

=====

Entry from the OMol25 dataset: a structure of composition C21H57FN9O6P3 (ωB97M-V with the def2-TZVPD basis set).

XYZ file:
```
97
Properties=species:S:1:pos:R:3:forces:R:3:mulliken_charge:R:1
C -1.446 -0.163 0.105 0.7 -1.3 -0.9 -0.28
C -2.578 -0.029 1.031 -0.6 -2.0 1.5 1.45
O -3.527 -0.967 0.534 -0.9 1.2 -0.3 -0.42
C -3.306 -1.091 -0.778 -2.0 -1.7 -1.9 -0.04
O -4.040 -1.713 -1.560 1.3 3.8 1.2 -0.66
O -2.128 -0.589 -1.081 0.6 0.3 -1.7 -0.09
F -3.006 1.258 1.101 -2.8 -0.9 -0.5 -0.49
H -0.806 -1.000 0.385 -0.4 0.5 0.0 0.29
H -0.803 0.708 -0.021 -0.5 -0.6 -0.5 -0.17
H -2.209 -0.377 1.996 -2.2 0.3 -0.4 0.83
O -0.797 -0.178 2.337 4.2 2.0 2.6 -0.82
P 0.440 0.677 2.364 1.6 -0.3 0.0 -0.70
N 1.746 0.003 1.475 0.2 -1.3 2.2 0.87
C 1.719 0.036 0.033 1.1 -0.6 3.7 0.05
C 2.203 -1.324 1.955 -0.7 0.1 1.7 -0.88
N 1.039 0.837 3.911 0.8 0.1 0.4 0.46
C 0.082 1.029 5.020 0.1 -1.8 -0.7 -1.20
C 2.360 1.443 4.176 -0.7 0.0 0.6 -1.07
N 0.225 2.243 1.814 -0.6 -1.1 -0.1 0.72
C -1.051 2.650 1.251 1.2 -0.6 0.7 -0.84
C 1.281 3.198 1.762 1.7 -0.4 0.5 -1.14
H 2.692 -0.284 -0.338 0.3 0.4 -0.1 0.49
H 1.440 1.050 -0.254 1.6 -1.1 2.9 -0.56
H 1.016 -0.690 -0.376 0.2 1.5 0.2 -0.20
H 1.495 -2.118 1.714 0.2 0.2 0.4 0.11
H 2.229 -1.333 3.045 0.2 0.1 0.1 0.34
H 3.164 -1.688 1.591 0.2 0.7 -0.3 0.33
H 0.476 0.483 5.877 0.2 0.3 0.3 0.40
H -0.213 2.036 5.316 0.2 0.2 -0.4 0.27
H -0.765 0.416 4.712 -0.5 0.5 0.2 0.32
H 2.599 1.264 5.225 -0.1 -0.2 0.1 0.43
H 3.199 1.036 3.613 -0.4 0.1 -0.4 0.27
H 2.265 2.525 4.091 0.5 0.1 -0.2 0.25
H -1.865 2.255 1.858 0.7 1.3 0.2 0.58
H -1.020 3.729 1.099 -0.3 0.1 0.4 0.67
H -1.172 2.197 0.268 0.7 0.3 2.1 -0.64
H 1.347 3.821 2.655 -0.5 0.6 -0.1 0.33
H 1.392 3.727 0.816 -1.4 -0.3 1.3 -0.01
H 2.243 2.688 1.806 0.1 -0.4 -0.1 0.50
O -0.666 -6.155 -0.107 0.1 0.7 -0.1 -0.81
P -0.670 -4.672 -0.042 1.2 -0.6 1.4 0.43
N -0.964 -4.204 1.608 -0.7 -3.2 -1.0 0.24
C -1.085 -2.901 1.969 -0.3 3.3 0.2 -0.47
C -0.391 -4.887 2.772 -0.1 -2.0 -1.6 -1.08
N -1.775 -3.810 -0.959 0.6 1.1 0.3 0.47
C -1.776 -3.698 -2.444 1.0 0.4 1.2 -1.07
C -3.150 -3.913 -0.526 -0.9 -1.3 -0.2 -1.46
N 0.869 -4.036 -0.382 -1.3 0.5 -0.5 0.33
C 1.042 -2.596 -0.608 -0.7 -1.1 -0.2 0.49
C 2.103 -4.775 -0.156 -0.1 0.3 -0.4 -1.00
H -1.611 -2.776 2.916 -0.2 0.0 0.2 0.79
H -1.610 -2.291 1.234 0.0 -0.4 0.2 -0.46
H -0.099 -2.470 2.139 -0.1 0.5 0.1 -0.28
H -0.252 -5.940 2.525 0.3 -0.1 -0.2 0.39
H -1.094 -4.956 3.602 0.0 0.8 0.1 0.32
H 0.588 -4.481 3.024 0.0 0.3 0.4 0.31
H -0.813 -3.267 -2.717 0.3 -0.9 -0.5 0.28
H -2.082 -4.656 -2.864 0.5 0.0 -0.4 0.37
H -2.458 -2.918 -2.783 -0.4 -0.2 0.5 0.33
H -3.287 -3.899 0.556 0.1 -0.3 -0.1 0.37
H -3.752 -3.129 -0.984 0.5 -1.2 0.7 0.49
H -3.504 -4.820 -1.016 -0.6 -0.6 0.7 0.44
H 0.087 -2.082 -0.715 -0.4 -0.7 0.4 -0.97
H 1.561 -2.117 0.223 0.0 -1.0 -1.3 -0.24
H 1.440 -2.331 -1.587 0.9 -0.3 -0.1 0.49
H 1.958 -5.773 0.257 -0.3 0.1 -0.2 0.33
H 2.755 -4.226 0.524 0.0 0.1 0.2 0.28
H 2.624 -4.827 -1.112 0.3 -0.3 0.0 0.34
O 0.978 1.093 -1.471 -2.2 2.4 -7.7 -0.63
P 0.476 2.245 -2.242 -0.2 3.2 -1.8 0.27
N 0.915 3.721 -1.389 0.1 -1.0 0.2 0.90
C 0.196 4.978 -1.502 -0.3 -0.5 -0.1 -1.24
C 2.298 3.897 -0.866 -0.8 -0.2 -0.8 -1.58
N -1.196 2.228 -2.461 1.4 1.2 -0.3 0.42
C -1.688 1.182 -3.359 -0.1 -0.3 -0.4 -1.18
C -2.068 2.484 -1.303 -0.6 0.1 -2.2 -0.97
N 1.166 2.451 -3.803 -2.5 -0.3 0.4 0.37
C 2.477 1.893 -4.066 -0.6 1.3 1.1 -0.84
C 0.794 3.581 -4.696 -0.3 -1.2 0.7 -1.13
H -0.434 5.171 -0.635 -0.3 -0.1 0.2 0.20
H -0.431 4.897 -2.390 -0.1 0.7 0.0 0.41
H 0.884 5.824 -1.505 0.1 0.0 -0.6 0.45
H 2.925 4.464 -1.554 0.3 -0.5 -0.5 0.37
H 2.657 2.913 -0.562 0.5 0.2 -0.3 0.26
H 2.297 4.522 0.026 0.1 0.2 -0.3 0.74
H -1.333 1.220 -4.389 0.6 0.4 0.2 0.28
H -1.440 0.206 -2.941 -0.3 0.0 -0.4 0.26
H -2.764 1.290 -3.498 -0.1 -0.1 0.5 0.47
H -2.329 1.525 -0.854 -0.1 0.8 -0.2 0.59
H -1.566 3.149 -0.600 -1.0 0.3 -1.5 -0.07
H -2.997 2.887 -1.705 -0.1 0.3 0.1 0.51
H 2.552 1.008 -3.434 0.4 -0.4 -0.7 0.16
H 2.565 1.856 -5.152 0.5 -0.8 0.2 0.33
H 3.129 2.661 -3.649 1.1 -0.3 -0.4 0.27
H -0.288 3.655 -4.807 -0.1 0.3 0.6 0.30
H 1.068 3.332 -5.721 0.6 0.1 0.1 0.46
H 1.251 4.507 -4.348 -0.1 0.2 -0.3 0.26
```
Forces are in eV/Å.

LUMO energy = 0.3850 eV
Total charge = 0

=====

Entry from the OMol25 dataset: a structure of composition C26H33BrN5ORuS4SbSe4 (ωB97M-V with the def2-TZVPD basis set).

XYZ file:
```
76
Properties=species:S:1:pos:R:3:forces:R:3:mulliken_charge:R:1
Ru -2.339 -2.482 0.652 -0.8 4.0 -4.0 1.19
C -4.102 -4.323 2.470 -0.4 -1.9 -0.5 -0.15
C -2.720 -4.657 2.995 0.1 1.3 -0.7 -1.30
S -1.405 -4.011 1.863 -0.2 -1.6 0.6 0.21
C -0.267 -3.243 2.970 0.5 1.6 0.6 -0.60
C -0.615 -1.815 3.473 -0.3 0.9 1.5 -0.50
S -1.466 -0.741 2.207 0.3 -1.9 -0.1 0.10
C -3.078 -0.467 2.983 0.2 0.8 -3.1 -1.17
C -3.826 -1.662 3.405 -1.2 -0.3 -0.3 -0.60
S -4.324 -2.647 1.915 0.9 0.2 0.2 -0.14
H -4.898 -4.562 3.188 0.3 0.0 0.0 0.57
H -4.259 -4.978 1.563 -0.2 1.0 0.8 -0.25
H -2.479 -5.690 3.027 -0.4 -1.0 0.3 0.69
H -2.587 -4.193 3.944 0.4 0.2 0.8 0.54
H 0.608 -3.040 2.324 -0.1 -0.6 0.4 -0.09
H -0.025 -3.918 3.809 0.1 0.2 -0.5 0.52
H 0.374 -1.291 3.598 -0.9 -0.6 0.1 0.20
H -1.212 -1.705 4.479 1.1 -0.5 -1.9 0.50
H -3.597 -0.026 2.043 0.5 0.0 1.9 0.37
H -2.815 0.227 3.742 -0.7 0.8 0.8 0.63
H -4.776 -1.316 3.795 -0.1 -0.1 0.5 0.53
H -3.296 -2.238 4.140 0.1 -0.5 0.2 0.37
Br 3.417 6.921 -7.418 -0.5 -1.3 0.6 -0.15
C 2.570 5.382 -6.565 0.0 0.1 0.1 -0.14
C 1.196 5.304 -6.491 -2.4 -2.0 0.2 -0.32
C 0.543 4.249 -5.790 3.6 -0.2 1.1 -0.59
C 1.400 3.359 -5.030 -2.1 0.0 -0.1 0.36
C 2.747 3.289 -5.264 0.5 0.9 0.2 -0.46
C 3.284 4.335 -6.018 2.0 -0.8 0.2 -0.14
N 1.020 2.509 -4.006 -2.2 -1.2 0.5 -0.15
N -0.329 2.415 -3.768 1.0 -0.2 2.0 -0.33
C -0.800 1.660 -2.744 -1.1 -2.3 -0.6 0.00
C -2.276 1.884 -2.442 4.3 -0.6 -1.3 -0.94
C -3.048 1.055 -1.803 -2.6 0.4 1.1 -0.65
C -2.547 -0.130 -1.235 -0.2 1.5 1.6 0.71
O -3.377 -0.831 -0.572 -0.1 -2.2 1.8 -0.76
C -1.153 -0.388 -1.219 -4.2 -0.3 0.0 0.53
N -0.914 -1.544 -0.697 3.5 -6.8 1.2 0.78
C 0.166 -2.371 -1.232 -2.3 4.7 -0.6 -0.01
C 1.005 -1.704 -2.131 -1.5 -0.9 2.0 -1.07
C 0.803 -0.374 -2.550 0.9 -0.9 1.4 -0.15
C -0.365 0.195 -2.117 3.8 6.3 -4.5 0.02
H 0.569 5.860 -7.138 -0.4 1.1 -0.2 0.41
H -0.455 3.963 -5.608 -1.4 0.8 -0.5 0.52
H 3.217 2.478 -4.660 0.4 1.0 -1.0 0.34
H 4.348 4.315 -6.172 0.4 0.2 0.0 0.39
H -2.613 2.525 -3.137 -1.7 3.1 -1.5 0.56
H -4.118 1.346 -1.592 1.1 -0.8 -0.6 0.35
H -0.005 -3.409 -1.078 0.9 -0.6 0.5 -0.43
H 1.903 -2.163 -2.348 1.6 -1.2 -1.0 0.48
H 1.695 0.053 -3.021 -1.1 0.5 -0.4 0.44
Se -3.476 -6.992 0.285 -0.6 -0.4 0.4 -0.28
Sb -1.744 -6.217 -1.135 1.1 0.5 -0.9 0.76
Se 0.580 -5.863 -0.671 -0.4 -0.4 -0.1 -0.43
Se -1.837 -7.422 -3.353 -0.1 0.4 0.5 -0.16
Se -3.104 -3.896 -1.200 0.2 -0.4 0.5 -0.32
C 1.133 2.552 4.010 0.1 -0.5 0.1 -0.68
C 2.640 2.237 4.024 0.1 -0.4 0.8 -0.80
N 2.927 0.928 3.367 -0.5 2.2 -1.8 -0.24
C 2.525 0.532 2.106 -0.2 -1.3 0.3 0.37
S 2.332 -1.190 1.976 -0.1 1.1 -0.5 -0.39
N 2.330 1.358 1.046 0.2 -0.2 2.8 0.22
C 3.028 2.618 0.924 2.0 0.5 -0.2 -0.19
C 4.413 2.368 0.274 -0.5 2.9 -1.1 -1.26
H 0.900 3.453 4.601 0.1 -0.3 -0.3 0.44
H 0.658 1.673 4.506 0.0 0.7 -0.4 0.17
H 0.721 2.638 2.988 0.2 0.1 0.5 0.17
H 2.909 2.027 5.082 0.0 0.3 -0.6 0.44
H 3.314 3.058 3.700 -0.6 -0.6 0.1 0.26
H 2.794 0.172 3.986 0.2 -0.9 0.6 0.33
H 1.991 0.906 0.224 0.0 -0.3 -0.5 -0.05
H 3.335 3.091 1.904 -1.3 -0.6 -1.2 -0.14
H 2.455 3.308 0.305 -0.1 0.0 0.3 0.44
H 5.143 2.108 0.976 0.9 -1.3 1.1 0.39
H 4.840 3.365 -0.034 -0.7 -0.6 0.0 0.40
H 4.408 1.784 -0.629 -0.1 -0.6 -0.1 0.33
```
Forces are in eV/Å.

LUMO energy (alpha / beta) = -3.6466 / -5.5737 eV
Multiplicity = 6
Total charge = +1